w:
Below is a 4-piece molecular cluster, C2H14NO3 overall, with properties calculated with ωB97M-V/def2-TZVPD.

Properties
**Total charge**: +1

Structure (XYZ):
```
20
Properties=species:S:1:pos:R:3:mulliken_charge:R:1
C 0.716 0.527 -1.269 -0.827
N 0.472 0.075 0.184 -0.110
C 1.879 -0.120 0.838 -0.812
H -0.260 0.876 -1.758 0.276
H 1.586 1.115 -1.063 0.406
H 1.032 -0.405 -1.726 0.329
H -0.047 -0.812 0.270 0.462
H -0.022 0.770 0.690 0.298
H 2.193 -1.190 0.638 0.329
H 1.721 0.019 1.967 0.334
H 2.742 0.407 0.368 0.332
H -0.322 -3.225 -1.553 0.305
H 0.521 -2.496 -2.635 0.328
O 0.315 -2.469 -1.648 -0.630
H -2.529 -0.002 1.709 0.259
H -2.577 -0.823 0.562 0.259
O -2.004 -0.290 1.010 -0.507
H -1.779 2.669 0.607 0.307
H -0.397 3.229 0.959 0.303
O -0.903 2.372 0.920 -0.642
```

---

x:
Below is a 4-piece molecular cluster, C2H14NO3 overall, with properties calculated with ωB97M-V/def2-TZVPD.

Properties
**Total charge**: +1

Structure (XYZ):
```
20
Properties=species:S:1:pos:R:3:mulliken_charge:R:1
C 0.225 2.627 0.062 -1.149
C -1.013 1.863 0.537 -0.287
N -1.243 0.593 -0.267 -0.132
H 0.327 3.512 0.762 0.347
H 0.142 2.956 -0.959 0.354
H 1.136 2.079 0.228 0.362
H -1.957 2.387 0.482 0.354
H -0.784 1.586 1.570 0.274
H -1.972 0.763 -0.952 0.386
H -0.400 0.307 -0.759 0.152
H -1.601 -0.189 0.363 0.395
H 1.204 0.303 -3.290 0.310
H 1.434 0.241 -1.841 0.312
O 0.731 0.473 -2.464 -0.652
H 1.427 -3.289 2.292 0.320
H 2.619 -3.305 1.286 0.309
O 1.712 -3.009 1.419 -0.650
H -1.534 -2.268 0.902 0.307
H 0.024 -2.272 0.787 0.349
O -0.764 -1.702 0.780 -0.661
```

---

The data favor x; the next most stable structure lies 0.0341 hartree above it.

---

w:
Below is one molecule with the formula C6H10OS, with properties calculated with ωB97M-V/def2-TZVPD.

Properties
**SMILES**: CS[C@@H]1CC(C)=CO1
**Total charge**: 0

Structure (XYZ):
```
18
Properties=species:S:1:pos:R:3:mulliken_charge:R:1
C -2.726 -0.583 0.243 -0.869
S -1.088 -1.401 -0.298 -0.076
C -0.224 -0.269 0.809 0.160
C -0.133 1.110 0.349 -0.321
C 1.166 1.128 -0.290 0.320
C 1.832 2.086 -1.338 -0.911
C 1.809 0.061 0.164 -0.542
O 1.180 -0.834 0.802 -0.443
H -2.767 0.417 -0.194 0.278
H -2.822 -0.746 1.395 0.219
H -3.504 -1.029 -0.342 0.397
H -0.642 -0.412 1.815 0.243
H -1.138 1.550 -0.138 0.177
H -0.004 1.757 1.255 0.178
H 2.705 1.394 -1.871 0.247
H 0.959 2.208 -1.990 0.272
H 2.169 3.131 -1.000 0.224
H 2.676 -0.376 -0.190 0.450
```

---

x:
Below is one molecule with the formula C6H10OS, with properties calculated with ωB97M-V/def2-TZVPD.

Properties
**SMILES**: C[C@@H]1CC(=S)[C@@H](C)O1
**Total charge**: 0

Structure (XYZ):
```
18
Properties=species:S:1:pos:R:3:mulliken_charge:R:1
C -2.235 1.105 -0.667 -1.352
C -1.242 0.430 0.301 0.276
C 0.308 1.309 0.509 -0.974
C 1.518 0.484 -0.024 -0.047
S 3.302 0.584 -0.269 -0.197
C 0.819 -0.804 -0.437 0.465
C 1.218 -1.999 0.323 -1.475
O -0.643 -0.632 -0.480 -0.456
H -1.881 1.134 -1.610 0.395
H -2.336 2.203 -0.375 0.325
H -3.139 0.584 -0.519 0.372
H -1.709 0.078 1.271 0.305
H 0.554 1.344 1.509 0.383
H 0.384 2.254 0.205 0.563
H 1.228 -0.934 -1.518 0.245
H 1.224 -1.901 1.390 0.369
H 2.143 -2.408 0.201 0.484
H 0.486 -2.830 0.190 0.320
```

---

The data favor w; the next most stable structure lies 0.0230 hartree above it.

---

w:
Below is a 3-piece molecular cluster, CH7OS2 overall, with properties calculated with ωB97M-V/def2-TZVPD.

Properties
**Total charge**: +1

Structure (XYZ):
```
11
Properties=species:S:1:pos:R:3:mulliken_charge:R:1
O -3.296 0.592 0.840 -0.530
H 0.667 -0.581 1.122 0.212
H -2.387 0.887 0.742 0.319
H -3.693 1.115 1.544 0.349
C 1.763 -0.967 -1.180 -0.657
S 1.035 -1.638 0.308 0.165
S -0.244 1.102 0.188 -0.184
H 1.774 -1.801 -1.862 0.325
H 2.776 -0.590 -1.040 0.357
H 1.205 -0.141 -1.605 0.332
H 0.399 2.022 0.943 0.310
```

---

x:
Below is CH7OS2 as an isolated structure, with properties calculated with ωB97M-V/def2-TZVPD.

Properties
**Total charge**: +1

Structure (XYZ):
```
11
Properties=species:S:1:pos:R:3:mulliken_charge:R:1
O -0.108 -0.912 4.436 -0.544
H 0.462 0.402 -0.212 0.230
H -0.028 -0.850 3.478 0.230
H -0.414 -1.822 4.543 0.332
C -0.464 0.095 -3.119 -0.650
S 0.562 0.906 -1.852 0.221
S 0.586 0.468 1.393 -0.097
H -0.869 0.969 -3.644 0.328
H -1.297 -0.392 -2.630 0.321
H 0.254 -0.471 -3.754 0.360
H 1.316 1.606 1.361 0.268
```

---

y:
Below is a 2-piece molecular cluster, CH7OS2 overall, with properties calculated with ωB97M-V/def2-TZVPD.

Properties
**Total charge**: +1

Structure (XYZ):
```
11
Properties=species:S:1:pos:R:3:mulliken_charge:R:1
O 1.947 -0.639 -1.623 -0.629
H -1.993 1.480 0.494 0.273
H 2.274 -0.098 -2.356 0.320
H 2.281 -1.516 -1.863 0.326
C 0.124 0.533 1.222 -0.588
S -1.654 0.466 1.300 0.180
S -2.299 -1.145 0.176 -0.036
H 0.531 0.295 2.197 0.319
H 0.448 1.514 0.910 0.340
H 0.553 -0.240 0.599 0.253
H -2.212 -0.650 -1.055 0.242
```

---

The data favor y; the next most stable structure lies 0.1500 hartree above it.

---

w:
Below is C2H9N3O2 as an isolated structure, with properties calculated with ωB97M-V/def2-TZVPD.

Properties
**Total charge**: 0

Structure (XYZ):
```
16
Properties=species:S:1:pos:R:3:mulliken_charge:R:1
C 1.058 1.903 0.791 -0.603
O 0.755 0.540 0.655 -0.698
H 1.069 -0.375 -0.556 0.428
H 2.130 2.082 0.639 0.215
H 0.507 2.512 0.057 0.293
H 0.801 2.265 1.796 0.182
N 0.295 -0.915 -1.112 -0.044
C -0.779 0.158 -0.386 0.716
N 0.236 -2.304 -0.775 -0.672
N -1.598 -0.503 0.527 -0.567
O -1.126 1.061 -1.111 -0.637
H 0.196 -0.775 -2.116 0.297
H -0.738 -2.528 -0.580 0.304
H 0.745 -2.419 0.097 0.279
H -1.111 -0.731 1.384 0.246
H -2.442 0.030 0.690 0.259
```

---

x:
Below is C2H9N3O2 as an isolated structure, with properties calculated with ωB97M-V/def2-TZVPD.

Properties
**Total charge**: 0

Structure (XYZ):
```
16
Properties=species:S:1:pos:R:3:mulliken_charge:R:1
C -0.857 -0.191 1.240 -0.812
N 0.171 0.174 2.214 -0.615
H 0.292 -0.574 2.890 0.243
H 1.067 0.257 1.743 0.249
H -1.753 -0.539 1.764 0.404
H -1.174 0.704 0.703 0.251
H -0.400 -1.314 0.646 0.385
C 0.198 -0.754 -0.858 0.610
N 0.967 1.445 -1.189 -0.502
N -0.680 -0.465 -1.843 -0.363
O 1.253 0.111 -0.715 -0.211
O 0.357 -1.937 -0.398 -0.675
H 0.992 2.022 -0.350 0.264
H 1.784 1.683 -1.748 0.249
H -0.794 0.503 -2.104 0.276
H -1.422 -1.126 -1.993 0.248
```

---

The data favor w; the next most stable structure lies 0.0453 hartree above it.

---

w:
Below is C6H15N3 as an isolated structure, with properties calculated with ωB97M-V/def2-TZVPD.

Properties
**Total charge**: 0

Structure (XYZ):
```
24
Properties=species:S:1:pos:R:3:mulliken_charge:R:1
C 1.481 -0.584 -0.295 1.392
C -1.160 0.502 0.645 1.571
C 2.655 0.229 -0.785 -1.388
C 0.979 -1.615 -1.271 -1.509
C -1.899 -0.760 0.190 -1.811
C -1.622 1.756 -0.221 -1.625
N 0.184 0.687 0.320 -0.495
N 1.217 -0.758 1.004 -0.742
N -1.496 0.741 2.052 -0.701
H 1.844 -0.205 1.592 0.300
H -0.931 1.512 2.396 0.297
H -1.219 -0.078 2.585 0.287
H 0.269 -2.284 -0.793 0.361
H 3.532 -0.411 -0.910 0.367
H 2.900 1.024 -0.083 0.382
H 2.413 0.673 -1.752 0.307
H 0.518 -1.131 -2.132 0.285
H 1.822 -2.210 -1.634 0.418
H -1.849 -0.877 -0.891 0.317
H -2.946 -0.702 0.488 0.437
H -1.434 -1.624 0.667 0.378
H -1.744 1.477 -1.263 0.317
H -0.937 2.599 -0.131 0.438
H -2.574 2.038 0.222 0.416
```

---

x:
Below is a 3-piece molecular cluster, C6H15N3 overall, with properties calculated with ωB97M-V/def2-TZVPD.

Properties
**SMILES**: [H]/N=C(\N)C(C)C.C#N.C
**Total charge**: 0

Structure (XYZ):
```
24
Properties=species:S:1:pos:R:3:mulliken_charge:R:1
H 1.492 -0.208 -2.912 0.223
N 0.769 -0.737 -2.427 -0.687
C 0.359 -0.196 -1.361 0.243
N 0.932 0.908 -0.746 -0.466
C -0.796 -0.800 -0.592 0.979
C -0.961 -2.280 -0.920 -1.690
C -2.076 -0.021 -0.919 -1.360
H 1.570 1.444 -1.316 0.181
H 0.307 1.533 -0.201 0.236
H -0.586 -0.687 0.478 0.055
H -1.801 -2.696 -0.365 0.437
H -0.060 -2.830 -0.659 0.375
H -1.132 -2.404 -1.985 0.352
H -2.914 -0.433 -0.359 0.391
H -2.298 -0.102 -1.981 0.341
H -1.979 1.033 -0.665 0.331
C -0.110 2.361 2.189 0.069
N -0.470 2.553 1.114 -0.504
H 0.044 2.289 3.237 0.342
C 1.929 0.289 2.093 -1.063
H 1.664 0.489 0.965 0.285
H 1.072 -0.100 2.633 0.277
H 2.655 -0.519 2.068 0.310
H 2.387 1.112 2.630 0.345
```

---

y:
Below is one molecule with the formula C6H15N3, with properties calculated with ωB97M-V/def2-TZVPD.

Properties
**SMILES**: C=C(C)CC(N)(N)CN
**Total charge**: 0

Structure (XYZ):
```
24
Properties=species:S:1:pos:R:3:mulliken_charge:R:1
C -0.980 2.193 -1.811 -1.198
C -0.803 1.504 -0.666 0.923
C -1.602 1.865 0.552 -1.149
C 0.243 0.392 -0.630 -1.142
C 0.319 -0.667 0.523 0.929
N 0.471 -0.048 1.826 -0.739
N -0.910 -1.405 0.717 -0.725
C 1.511 -1.678 0.284 -0.990
N 1.740 -2.101 -1.102 -0.568
H -1.694 3.007 -1.886 0.304
H -0.400 1.967 -2.702 0.293
H -2.281 1.054 0.829 0.194
H -0.951 2.106 1.395 0.277
H -2.227 2.749 0.378 0.395
H 0.109 -0.167 -1.569 0.399
H 1.227 0.878 -0.698 0.423
H 1.311 0.530 1.815 0.270
H 0.644 -0.785 2.507 0.271
H -1.439 -0.860 1.397 0.305
H -1.461 -1.356 -0.138 0.316
H 2.443 -1.232 0.650 0.353
H 1.350 -2.581 0.891 0.396
H 2.480 -2.801 -1.116 0.250
H 0.899 -2.564 -1.446 0.211
```

---

The data favor y; the next most stable structure lies 0.0075 hartree above it.

---

w:
Below is an isolated ion of composition C6H15N4O and charge +1, with properties calculated with ωB97M-V/def2-TZVPD.

Properties
**SMILES**: CCC/[N+](N)=C(C)\[NH+]=C/N[O-]
**Total charge**: +1

Structure (XYZ):
```
26
Properties=species:S:1:pos:R:3:mulliken_charge:R:1
C 2.750 -1.031 0.042 -1.342
C 1.697 -0.094 -0.536 0.049
C 0.940 0.615 0.597 -1.274
N -0.342 1.127 0.146 0.685
N -0.346 2.308 -0.559 -0.853
C -1.469 0.484 0.308 0.827
C -2.743 1.120 -0.107 -1.507
N -1.488 -0.643 1.154 -0.228
C -1.416 -1.909 0.623 -0.365
N -1.274 -2.029 -0.655 0.251
O -1.208 -1.008 -1.432 -0.611
H 3.313 -1.497 -0.760 0.380
H 3.442 -0.484 0.678 0.340
H 2.286 -1.814 0.639 0.341
H 0.987 -0.651 -1.149 0.279
H 2.179 0.638 -1.183 0.372
H 0.750 -0.087 1.409 0.416
H 1.528 1.450 0.987 0.465
H 0.579 2.719 -0.609 0.278
H -0.769 2.225 -1.478 0.249
H -3.589 0.621 0.361 0.391
H -2.869 1.045 -1.187 0.409
H -2.736 2.181 0.145 0.441
H -2.083 -0.554 1.971 0.322
H -1.469 -2.761 1.277 0.445
H -1.205 -2.952 -1.095 0.238
```

---

x:
Below is C6H15N4O as an isolated structure, with properties calculated with ωB97M-V/def2-TZVPD.

Properties
**Total charge**: +1

Structure (XYZ):
```
26
Properties=species:S:1:pos:R:3:mulliken_charge:R:1
C 1.099 -0.945 -0.048 -0.716
C -0.159 -0.141 -0.159 -0.093
C 1.555 0.072 0.902 0.309
C -2.620 1.345 -2.427 -1.407
C 3.602 -0.814 1.726 -0.795
C -1.692 1.435 -1.214 -0.150
N -1.270 -1.356 1.134 -0.413
N 0.488 0.819 0.691 -0.106
N 2.565 0.248 1.670 -0.174
N -0.825 0.197 -1.230 -0.069
O -2.563 -1.349 0.644 -0.390
H 0.904 -1.840 0.461 0.535
H 1.572 -1.172 -0.981 0.395
H -3.050 2.283 -2.714 0.382
H -2.090 0.896 -3.332 0.312
H -3.489 0.795 -2.398 0.428
H 4.212 -0.723 2.644 0.330
H 3.050 -1.735 1.732 0.319
H 4.349 -0.814 0.766 0.278
H -2.278 1.429 -0.321 0.317
H -1.212 2.430 -1.230 0.275
H -1.249 -0.809 1.932 0.215
H 0.064 1.527 1.261 0.282
H 2.823 1.057 2.188 0.263
H -1.138 -0.581 -1.846 0.318
H -2.650 -2.253 0.149 0.353
```

---

The data favor w; the next most stable structure lies 0.0789 hartree above it.